This record from the OMol25 dataset describes the ion C9H15N6S2 with charge +1. The level of theory is ωB97M-V/def2-TZVPD.

Properties
SMILES   C=CCn1[nH]c(N(CSCC)N=C=S)nc1=[NH2+]
Frontier orbital gap   8.2 eV
Energy above the lowest of the compared OMol25 structures with the same formula, charge and spin   0.0 kcal per mole

The geometry in ORCA input format:
```
! RIJCOSX wB97M-V def2-TZVPD def2/J DEFGRID3
* xyz 1 1
C -1.000 -1.695 2.613
C -0.932 -2.762 1.802
C -1.279 -2.708 0.332
N -0.541 -1.654 -0.392
N 0.622 -1.063 0.019
C 0.942 -0.136 -0.907
N 2.014 0.637 -0.835
C 2.306 1.661 -1.846
S 1.475 3.232 -1.536
C -0.111 3.111 -2.402
C -1.326 2.800 -1.501
N 2.894 0.437 0.254
C 2.672 1.143 1.256
S 2.460 1.783 2.637
N 0.032 -0.125 -1.887
C -0.852 -1.062 -1.553
N -1.956 -1.333 -2.298
H -1.337 -1.815 3.637
H -0.741 -0.682 2.317
H -0.603 -3.710 2.215
H -1.089 -3.656 -0.170
H -2.329 -2.429 0.276
H 1.119 -1.271 0.871
H 2.117 1.255 -2.836
H 3.367 1.877 -1.739
H -0.264 4.043 -2.941
H -0.018 2.321 -3.145
H -2.037 3.621 -1.472
H -1.858 1.935 -1.900
H -0.993 2.532 -0.499
H -2.397 -2.221 -2.100
H -1.769 -1.232 -3.288
*
```

Partial charges, Mulliken, in e: number 1, C, carries -0.6494; number 2, C, carries -0.6405; number 3, C, carries -0.1908; number 4, N, carries 0.1071; number 5, N, carries -0.3390; number 6, C, carries 0.6616; number 7, N, carries 0.5557; number 8, C, carries -0.9487; number 9, S, carries -0.0614; number 10, C, carries -0.4296; number 11, C, carries -0.9188; number 12, N, carries -1.0285; number 13, C, carries 0.6205; number 14, S, carries -0.2535; number 15, N, carries -0.3703; number 16, C, carries 0.3413; number 17, N, carries -0.4663; number 18, H, carries 0.2998; number 19, H, carries 0.2713; number 20, H, carries 0.3758; number 21, H, carries 0.3648; number 22, H, carries 0.3890; number 23, H, carries 0.3816; number 24, H, carries 0.5235; number 25, H, carries 0.3452; number 26, H, carries 0.4755; number 27, H, carries 0.2409; number 28, H, carries 0.3391; number 29, H, carries 0.1748; number 30, H, carries 0.2677; number 31, H, carries 0.2585; number 32, H, carries 0.3031